[1]
ORCA calculation (ωB97M-V/def2-TZVPD) on a molecular structure, C24H67N6O8V at a distorted geometry.

Geometry as XYZ:
```
106
Properties=species:S:1:pos:R:3:forces:R:3:lowdin_spin:R:1
N -1.616194 1.462720 -1.365665 2.6 0.2 -1.3 0.002
H 0.328156 1.330470 -3.688705 0.3 -0.4 -0.7 0.000
H 2.690666 -7.129430 0.991545 -0.2 0.2 0.0 0.000
N 3.375496 -2.931160 2.643595 1.0 -1.1 -0.7 0.000
H -1.746704 -0.778270 7.529525 0.0 1.1 0.3 0.000
H 2.851906 1.195740 -2.273715 0.4 -0.1 -0.1 0.000
H -2.205014 -1.390240 2.614515 0.1 0.3 -0.3 0.000
C -0.355134 0.490890 6.181965 -2.1 -1.0 2.9 0.000
H -3.117824 -0.099790 3.418365 -0.7 0.1 -0.9 0.000
O -0.172514 4.045120 -1.600155 -0.7 0.0 0.3 0.000
C 1.853726 -4.926040 2.435465 -0.6 0.2 0.4 0.000
C 0.501896 4.437190 -0.371365 -1.3 -0.9 -0.5 0.000
O -1.387154 -0.456830 4.199075 1.0 0.3 -0.4 0.000
H 3.931426 -5.831110 1.255965 0.0 -0.4 0.4 0.000
H 0.920726 2.577980 -2.952235 -0.4 0.3 0.8 0.000
H -2.437474 0.941900 5.331665 -0.3 -0.5 0.7 0.000
O 3.366246 3.594200 -3.134845 -1.7 -1.6 0.6 0.000
H -0.857914 5.943340 -2.276845 0.7 0.4 0.6 0.000
H -3.618734 -2.000220 -4.419485 0.1 0.4 0.0 0.000
H -1.055754 1.426840 7.903885 -0.4 -0.2 -0.4 0.000
H 3.888746 2.072470 -4.442535 0.2 0.4 -0.5 0.000
H -0.906334 4.754750 -3.408835 0.4 -0.7 -0.2 0.000
H -3.550604 0.120390 -1.735615 -0.2 -0.3 -0.4 0.000
H 3.289596 -6.002050 -0.305455 -0.5 -0.3 -0.2 0.000
H -4.342884 -2.205910 -0.920035 0.6 0.9 -0.9 0.000
H 1.852896 2.850320 -0.716395 0.4 -0.6 -1.3 0.000
C 3.013876 -6.118650 0.742635 -0.2 2.1 -0.2 0.000
H 0.679486 4.166990 2.504535 -0.1 0.4 0.1 0.000
H 2.072936 -3.442520 4.040195 -0.3 -0.9 0.2 0.000
C 2.976896 2.472450 -3.999085 1.8 0.3 0.3 0.000
H 0.425306 1.838970 7.761425 0.8 -0.4 -0.9 0.000
H 0.615216 0.249520 5.748065 0.0 0.5 0.0 0.000
H -3.515624 2.928860 -2.140345 -0.2 -0.4 -0.2 0.000
H -1.514574 -1.297500 -2.285015 -0.8 1.0 0.9 0.001
C 2.392246 1.297200 -3.256835 0.3 -0.4 0.0 0.000
C -1.405954 -3.190590 -3.407175 -0.4 -0.1 -0.3 0.000
C 0.961426 -2.527090 2.524225 -0.4 0.6 0.2 -0.001
C -3.368694 2.877260 -1.061535 -1.9 1.2 0.1 0.000
H -1.174194 -4.222370 -3.671405 -0.4 -0.3 0.2 0.000
C -0.265544 5.083910 -2.590825 -0.2 -0.6 0.3 0.000
H -4.583194 0.515230 -0.376335 -0.2 -0.1 0.2 0.000
C -2.152634 -0.367790 2.988615 -0.7 -0.4 1.9 0.000
O -2.717184 -3.003400 -2.836705 0.7 0.2 0.1 0.000
H -0.005984 -4.312900 -1.083595 -0.1 -0.1 -0.4 0.000
H -0.443944 2.897920 0.833985 0.0 -0.3 -0.2 0.000
H 2.407536 -5.706100 2.957875 0.4 0.3 0.1 0.000
H 2.248526 2.736410 -4.765845 0.2 0.6 -0.3 0.000
C -3.759644 -2.886060 -3.800175 0.7 -0.2 -0.8 0.000
H 0.006806 -0.981530 7.846275 0.0 0.5 0.1 0.000
H 3.460836 4.918510 -4.676335 -0.1 0.4 -0.1 0.000
C -0.311554 -3.266610 -1.087955 1.5 -0.1 -0.4 0.000
C 2.513746 -0.031840 -4.004385 0.2 0.1 -0.1 0.000
H 0.760496 5.256990 -2.915455 -0.2 0.7 -0.3 0.000
H -1.195224 -3.217440 -0.451715 -0.2 0.6 -0.6 0.000
H -1.317084 2.426020 -1.417575 1.3 0.3 -0.3 0.002
H -1.861964 0.337750 2.210275 0.5 0.0 0.3 0.000
C -1.423164 0.682190 5.028605 1.3 0.5 0.4 0.000
C -2.762014 1.638480 -0.543095 0.0 -1.3 1.2 0.000
H -3.701074 -3.717320 -4.502805 -0.2 -0.3 0.1 0.000
H 0.808176 -5.155560 2.640975 -0.2 0.0 0.2 0.000
H -0.039384 -2.949840 2.436235 0.0 -0.3 -0.2 0.000
H 1.170256 -1.898040 1.658905 0.2 -0.6 -0.6 -0.001
H 3.474306 -2.942310 1.638495 0.3 0.4 -0.1 0.000
H 4.986886 4.269630 -4.143325 0.3 0.2 0.0 0.000
N -0.520604 -1.196520 -2.433105 0.2 -0.3 -0.5 0.001
V 0.402516 0.267080 -1.093215 0.1 -1.9 4.3 1.183
C 4.026766 4.642480 -3.786595 0.4 -0.4 -1.3 0.000
H -4.332294 3.051160 -0.582655 0.0 0.4 0.0 0.000
H 0.524376 -2.781480 -0.583995 -0.2 0.1 0.4 0.000
N -0.366484 1.593090 7.184605 -0.4 1.5 -0.8 0.000
H -2.679604 3.693230 -0.843695 -0.2 0.2 0.2 0.000
H -4.743734 -1.830110 0.651835 0.1 0.7 0.5 0.000
O -0.223254 -0.186240 0.315765 0.7 1.2 -2.5 -0.224
H 1.487496 4.721300 -0.740135 0.3 0.6 0.8 0.000
O 2.158576 -0.805710 -0.709035 -0.9 1.1 -1.1 0.030
N 1.363426 2.209790 -0.107925 0.1 -0.8 -2.2 0.000
H 0.621976 -2.936260 -3.042475 0.3 0.4 0.3 0.000
H -1.142434 1.605740 4.522295 0.5 0.1 -0.6 0.000
H -1.328834 -2.642030 -4.345925 -0.3 0.2 -0.4 0.000
H 2.479436 -1.723380 -0.806215 -0.6 0.9 -0.1 0.002
C -3.866094 -1.891400 0.008325 -0.8 -1.0 0.5 0.000
C 2.087866 -3.499950 2.951815 -0.7 1.3 0.3 0.000
C -0.745324 -0.715080 7.103705 0.2 -1.8 -2.1 0.000
C 0.564826 3.219940 0.575555 1.6 0.8 1.4 0.000
C 1.334796 3.525680 1.915135 -2.7 0.9 -0.4 0.000
H 1.267356 2.609050 2.501085 1.1 -0.1 -0.1 0.000
H 2.244776 4.113420 1.794325 0.3 -0.8 0.0 0.000
O -2.996424 -0.762590 0.066265 -0.8 0.1 -1.1 -0.001
C -0.291324 -2.653500 -2.518975 -1.1 -1.8 1.6 0.003
H 1.937196 -0.805750 -3.497675 0.1 0.1 0.2 0.000
N 1.002526 1.571590 -2.976535 -1.6 0.1 0.8 0.001
H -3.396884 -2.827690 0.310485 0.8 0.4 0.2 0.000
H 3.542866 -2.009440 3.021115 -0.3 0.0 -0.1 0.000
H 2.184606 1.829450 0.340515 -0.4 -0.4 1.3 0.001
H -2.422604 1.914460 0.455275 -0.2 -0.8 0.4 0.000
H -0.530264 -0.979760 -3.419525 0.3 0.9 -0.4 0.000
H -4.763214 -2.830080 -3.378505 0.4 -0.2 0.5 0.000
H 3.543216 -0.386590 -4.053715 0.0 0.1 0.1 0.000
H 2.147326 0.018830 -5.029705 -0.1 0.3 -0.1 0.000
H 0.825196 -1.747410 3.273645 0.1 -0.1 0.5 0.000
O 2.012846 -5.061590 1.033995 1.4 -1.3 -0.4 0.000
H 4.200326 5.521030 -3.165205 -0.3 -0.4 0.3 0.000
H -0.121084 5.179900 0.126995 0.5 0.6 -0.1 0.000
H -2.060684 1.382090 -2.269005 0.3 -0.5 -0.8 0.001
H -0.819604 -1.593380 6.462475 0.3 -0.4 -0.2 0.000
C -3.547164 0.344500 -0.668905 -0.6 -0.2 1.0 0.000
```
Forces are in eV/Å.

Computed properties:
Highest occupied orbital energy (spin up / spin down) (eV): -10.15 / -10.15
Total charge: +1
Gap between HOMO and LUMO (spin up / spin down) (eV): 7.64 / 7.64
Largest force on an atom (eV Å⁻¹): 4.732
Energy (eV): -76973.388
LUMO (spin up / spin down) (eV): -2.51 / -2.51
Multiplicity: 2

***

[2]
ORCA calculation (ωB97M-V/def2-TZVPD) on 10 unconnected molecules or ions with the total composition C24H68F6N2O17P at a distorted geometry.

Geometry as XYZ:
```
118
Properties=species:S:1:pos:R:3:forces:R:3:lowdin_charge:R:1
H 19.204337 0.325278 11.255271 -0.1 0.1 -0.1 0.126
C 20.562560 -5.306558 19.332013 2.5 1.5 0.9 -0.078
N 19.333990 -2.886376 21.163054 -0.8 0.2 -0.3 -0.049
H 18.995146 -6.222781 16.889531 -0.2 0.3 -0.2 0.101
H 14.002136 -5.107869 14.524309 0.3 0.0 0.1 0.087
C 12.579772 -0.081796 13.016068 0.1 -1.2 -0.6 -0.211
H 13.118943 0.725533 13.515296 0.1 0.0 0.0 0.116
O 15.183734 4.199375 16.560091 -0.1 -0.5 -0.7 -0.077
H 14.560390 -3.446383 19.351508 0.0 -0.1 -0.1 0.091
F 15.162877 -2.457982 13.902696 0.3 0.1 -0.2 -0.154
F 14.371472 -1.456388 15.777681 0.2 0.1 -0.1 -0.155
H 12.201446 -6.214585 17.385682 0.1 0.6 0.0 0.084
H 19.833203 2.544200 10.098604 0.2 -0.2 0.1 0.114
O 14.323637 -5.971049 14.216982 -0.9 0.8 0.2 -0.092
O 23.222616 -3.579986 16.170835 0.6 0.8 0.2 -0.054
C 18.088793 -2.092723 21.276668 -0.1 0.6 0.2 -0.198
O 18.969930 -1.014424 17.097057 0.1 0.0 0.0 -0.057
C 22.229595 -3.579674 15.196351 -1.7 -0.9 -0.6 -0.250
C 18.399335 -7.806051 19.398323 0.2 -0.1 -0.6 -0.119
H 13.035453 -1.495952 11.419121 -0.3 -0.1 0.3 0.116
H 20.422232 -1.322564 20.257995 0.1 -0.1 0.4 0.119
H 19.053032 -4.232006 14.973322 0.0 0.2 0.1 0.040
H 20.928211 -4.857750 16.471446 0.6 0.0 -0.1 0.091
H 16.309633 -5.573543 17.033420 0.0 -0.6 1.0 0.094
O 18.095299 -6.661515 18.634131 -0.1 -0.5 -0.3 -0.222
C 20.193336 -2.375675 20.083457 -0.4 -0.4 -0.8 -0.213
F 16.208317 -2.048640 16.944980 0.7 0.5 -0.1 -0.153
F 15.097882 -3.648935 15.839791 -0.8 0.0 0.0 -0.164
H 22.472995 -4.231069 14.346945 0.0 -0.2 0.1 0.116
O 17.821637 2.614533 10.436420 0.3 -0.5 -0.3 -0.092
H 12.972375 -4.568057 12.079466 -0.4 -0.3 0.4 0.112
O 10.663495 -2.097938 16.424828 0.0 0.2 0.9 -0.073
H 15.978524 -8.419947 18.017954 0.4 -0.4 -0.2 0.096
H 11.581164 0.279942 12.767968 -0.2 -0.2 0.3 0.111
H 17.247099 2.105820 11.019855 -0.1 0.2 0.0 0.067
H 19.560437 -4.913937 19.212305 -0.2 -0.6 -0.5 0.076
H 14.885079 0.835543 16.394890 -0.2 0.1 -0.2 0.102
C 10.292482 -2.838014 18.774518 -1.1 -0.1 -1.7 -0.225
F 16.459409 -0.869216 14.945229 0.2 0.1 0.1 -0.111
C 13.270354 -0.465005 11.698178 -0.5 -0.1 0.3 -0.246
H 17.739868 -2.142984 22.309466 -0.3 -0.2 -0.1 0.110
C 14.007126 -7.992601 17.357276 0.4 0.9 -0.9 -0.220
H 17.085837 -5.758646 15.644656 0.4 -0.6 -0.3 0.108
H 15.466363 -5.244670 12.310057 0.0 0.2 -0.1 0.081
H 15.237704 -7.039634 15.605088 0.2 -0.2 -0.3 0.053
C 21.514355 -3.134329 19.893529 -0.2 0.4 0.3 -0.218
H 12.782456 -5.508093 19.023053 0.0 0.6 -0.8 0.079
C 19.168069 2.498933 10.959774 -2.1 0.4 0.0 -0.224
H 19.661838 -2.333212 19.123697 0.1 -0.2 -0.1 0.093
C 17.008179 -2.397003 20.248561 -0.3 1.3 -0.4 -0.245
O 18.530531 1.286882 12.994593 -0.3 -0.4 -0.9 -0.061
H 10.453900 -1.786070 19.033286 0.1 -0.1 0.3 0.123
O 19.952292 -4.445676 14.715492 0.8 -0.3 -0.8 -0.087
H 18.978321 -0.563369 16.244141 -0.1 0.0 0.1 0.043
C 15.440800 1.770501 16.291526 0.8 -0.8 0.7 -0.235
H 18.768973 -7.447854 20.358742 -0.7 -0.2 0.3 0.085
H 15.333614 -5.060556 19.515247 -0.1 0.1 0.1 0.078
H 12.792054 0.120570 10.904554 0.9 0.4 -0.1 0.110
P 15.757312 -2.221074 15.400930 -0.8 -1.8 0.4 0.189
H 15.016489 -1.171045 12.149477 0.0 0.0 0.1 0.059
H 13.136873 -5.981794 11.075511 0.3 -0.1 -0.1 0.113
C 18.129036 -6.810035 17.210062 0.6 0.3 -0.1 -0.186
H 13.314535 -1.514188 14.179965 -0.3 0.3 -0.2 0.034
H 12.121545 -7.038119 18.915198 0.5 -0.7 -0.2 0.087
C 20.863400 -4.034136 15.748307 -1.7 -0.1 0.4 -0.222
C 19.331041 1.254416 11.809334 1.4 0.9 0.5 -0.247
C 15.466470 -8.415808 17.061423 -1.9 0.9 -1.1 -0.153
H 16.635999 0.875764 17.566410 0.2 0.1 0.0 0.065
H 19.243767 3.412783 11.557154 0.8 -0.3 0.3 0.116
H 15.857152 4.040104 17.234963 0.1 0.3 -0.2 0.072
C 12.743444 -6.346935 18.325045 0.1 0.2 0.9 -0.118
H 18.298231 -1.032385 21.101023 0.3 0.0 0.1 0.113
H 15.383329 -9.343013 16.491425 0.4 -0.6 0.8 0.108
O 16.241148 -3.546767 20.514309 1.4 0.0 -0.3 -0.158
H 20.751754 -5.580037 20.379186 -0.5 -0.3 0.1 0.093
F 17.072001 -3.096837 15.054015 0.6 0.7 -0.2 -0.140
C 13.580462 -5.470714 11.936794 -0.2 1.0 -0.2 -0.247
H 20.271535 -3.273096 16.269332 1.0 0.5 0.3 0.108
H 13.274343 -8.721640 17.730365 0.7 -0.2 1.2 0.115
H 23.334382 -4.452688 16.554109 -0.3 -0.1 0.0 0.086
H 15.983084 1.733869 15.344367 -0.4 0.4 -0.2 0.117
O 21.544454 -4.271677 19.060797 -0.7 0.1 -0.2 -0.224
O 14.083580 -6.751962 18.079327 -1.5 -1.4 0.3 -0.184
O 8.893459 -3.099130 18.632805 -0.2 0.1 0.4 -0.081
H 16.337219 -1.536725 20.081552 -0.2 0.1 0.9 0.126
H 14.149585 2.856592 17.557706 -0.5 -0.7 -0.2 0.119
H 21.002083 -6.085015 18.713216 -1.2 -0.4 -0.3 0.095
N 16.028537 -7.482960 16.061070 0.1 0.1 0.6 -0.048
H 21.868317 -3.375709 20.904121 0.2 -0.1 0.0 0.116
H 13.466934 -7.777047 16.417778 0.5 0.2 -0.4 0.107
C 14.514926 2.921267 16.526479 0.3 0.5 1.0 -0.237
H 20.370764 1.319659 12.149249 0.1 -0.4 0.0 0.114
H 18.238841 -1.641327 17.032763 -0.1 0.1 -0.1 -0.007
H 19.225866 -8.426790 19.021625 0.0 0.3 -0.5 0.087
H 22.070558 -2.598954 14.748067 0.5 0.3 0.4 0.120
H 22.209254 -2.447475 19.412080 0.1 0.0 0.1 0.119
O 14.860785 -4.927002 11.624687 0.1 -1.0 0.2 -0.068
H 17.494486 -2.295152 19.264569 0.1 -1.3 -0.1 0.098
C 15.515344 -3.991396 19.395647 -0.8 -0.4 -0.1 -0.109
H 18.360195 -7.815678 16.842983 -0.1 -0.3 0.5 0.128
H 14.079384 -7.337545 12.902692 -0.5 -0.2 -0.5 0.127
H 10.644125 -3.516410 19.548125 0.2 0.1 -0.1 0.114
H 12.056071 -2.986324 17.698098 0.0 0.1 -0.2 0.111
O 12.445616 -1.254882 13.826596 -0.1 0.3 0.3 -0.096
H 18.941441 -3.784663 20.885734 0.6 -0.3 0.1 0.084
C 13.527451 -6.418995 13.127603 1.3 -0.1 -0.5 -0.225
C 10.985430 -3.056713 17.439634 1.7 -0.2 -0.3 -0.257
H 8.528381 -2.416855 18.060046 0.1 -0.1 -0.1 0.079
O 14.679858 -0.354637 11.765060 0.1 0.5 -0.4 -0.069
H 15.993794 -3.881696 18.421129 0.4 0.3 0.3 0.061
H 17.518860 -8.455529 19.388254 0.1 -0.1 0.8 0.071
O 16.445337 1.789832 17.333948 -0.3 0.1 0.0 -0.079
H 13.672053 2.847939 15.840368 0.1 0.7 -0.2 0.116
C 16.858587 -6.376962 16.523574 -0.3 1.2 -0.6 -0.206
H 17.895496 0.572935 12.858745 -0.2 0.2 0.6 0.075
H 12.477586 -6.644865 13.333677 0.1 0.0 0.4 0.119
H 10.889952 -4.001665 16.891850 -0.5 -0.5 1.1 0.114
H 11.433482 -2.130813 15.844068 -0.2 0.5 -0.4 0.054
```
Forces are in eV/Å.

Computed properties:
Highest occupied orbital energy (eV): -6.44
Total charge: -1
Gap between HOMO and LUMO (eV): 8.77
Largest force on an atom (eV Å⁻¹): 3.065
Energy (eV): -89374.123
LUMO (eV): 2.34
Multiplicity: 1

***

> The lowest multiplicity belongs to which entry?

C24H68F6N2O17P

***

> Among the records above, which one has the highest largest force on an atom?

C24H67N6O8V

***

> Number 1 is which compound?

C24H67N6O8V

***

> Which of these has the lowest energy?

C24H68F6N2O17P